<1>
Here is C4H7NO in the gas phase from the OMol25 dataset. Energies are from ωB97M-V/def2-TZVPD.

Last column: natural (NBO) charge in e.
Element x y z (Å)
O -1.697 0.395 0.978  -0.69
C -1.286 0.082 -0.309  0.10
C -0.226 0.861 -1.024  -0.47
C 1.650 0.225 1.106  -0.14
N 1.006 -0.741 0.501  -0.54
C 0.061 -0.545 -0.583  -0.12
H -0.920 0.678 1.481  0.48
H -2.124 -0.300 -0.885  0.19
H 0.295 1.617 -0.442  0.26
H -0.311 1.063 -2.088  0.23
H 2.313 -0.275 1.839  0.11
H 1.110 -1.723 0.751  0.38
H 0.127 -1.337 -1.324  0.21

Properties
- frontier orbital gap (Ha) = 0.3494
- E_HOMO (eV) = -8.68
- LUMO (eV) = 0.8


<2>
Here is 2 unconnected molecules or ions with the total composition C4H7NO from the OMol25 dataset. Energies are from ωB97M-V/def2-TZVPD.

Last column: natural (NBO) charge in e.
Element x y z (Å)
C -0.714 -1.670 1.222  -0.45
N -1.022 -0.330 0.774  -0.33
C 0.851 0.490 -2.257  -0.17
C -0.060 0.420 0.437  -0.02
C -0.335 1.827 0.016  0.39
O 0.554 2.635 -0.127  -0.51
H -1.352 -2.379 0.686  0.22
H -0.968 -1.746 2.285  0.22
H 0.342 -1.951 1.086  0.18
H 1.739 1.161 -2.218  0.09
H 1.305 -0.513 -2.078  0.07
H 1.002 0.122 0.473  0.16
H -1.405 2.067 -0.127  0.14

Properties
- frontier orbital gap (spin up / spin down) (Ha) = 0.3168 / 0.3178
- E_HOMO (spin up / spin down) (eV) = -9.89 / -9.85
- LUMO (spin up / spin down) (eV) = -1.3 / -1.2


Which one sits at the bottom of the stability order? <2> does.


<1>
Here is C4H7NO in the gas phase from the OMol25 dataset. Energies are from ωB97M-V/def2-TZVPD.

Last column: natural (NBO) charge in e.
Element x y z (Å)
C 1.097 0.645 0.755  -0.68
C -1.158 -0.174 0.626  0.16
N -1.330 0.086 -0.629  -0.47
C -0.113 -0.517 -1.190  -0.30
C 0.433 -0.711 0.318  0.39
O 0.939 -1.777 0.710  -0.74
H 0.660 1.543 0.295  0.18
H 2.148 0.579 0.467  0.23
H 1.038 0.751 1.843  0.22
H -1.841 0.174 1.403  0.19
H -1.988 0.718 -1.072  0.40
H 0.444 0.154 -1.852  0.20
H -0.329 -1.471 -1.674  0.22

Properties
- frontier orbital gap (Ha) = 0.2970
- E_HOMO (eV) = -7.86
- LUMO (eV) = 0.2


<2>
Here is C4H7NO in the gas phase from the OMol25 dataset. Energies are from ωB97M-V/def2-TZVPD.

Last column: natural (NBO) charge in e.
Element x y z (Å)
C 1.757 0.308 -0.100  -0.41
N 0.302 0.174 -0.310  -0.33
C -0.497 1.274 -0.377  -0.26
C -0.303 -0.866 0.271  -0.08
C -1.708 -1.186 0.108  0.30
O -2.217 -2.095 0.746  -0.55
H 2.176 1.134 -0.676  0.22
H 2.305 -0.622 -0.273  0.21
H 1.829 0.565 0.963  0.20
H -1.003 1.510 0.549  0.18
H -0.585 1.886 -1.267  0.19
H 0.266 -1.492 0.950  0.20
H -2.311 -0.580 -0.604  0.13

Properties
- frontier orbital gap (spin up / spin down) (Ha) = 0.2789 / 0.2933
- E_HOMO (spin up / spin down) (eV) = -7.81 / -8.31
- LUMO (spin up / spin down) (eV) = -0.2 / -0.3


Which one sits at the bottom of the stability order? <1> does.